(1)
{"formula": "C45H45N3O27", "method": "the ωB97M-V functional and the def2-TZVPD basis", "species": ["O", "C", "C", "C", "O", "C", "O", "C", "C", "O", "H", "H", "H", "H", "O", "C", "C", "C", "O", "C", "O", "C", "C", "O", "H", "H", "H", "H", "O", "C", "C", "C", "O", "C", "O", "C", "C", "O", "H", "H", "H", "H", "O", "C", "C", "C", "O", "C", "O", "C", "C", "O", "H", "H", "H", "H", "O", "C", "C", "C", "O", "C", "O", "C", "C", "O", "H", "H", "H", "H", "O", "C", "C", "C", "O", "C", "O", "C", "C", "O", "H", "H", "H", "H", "C", "N", "C", "C", "O", "H", "H", "H", "H", "H", "H", "H", "C", "N", "C", "C", "O", "H", "H", "H", "H", "H", "H", "H", "C", "N", "C", "C", "O", "H", "H", "H", "H", "H", "H", "H"], "coordinates": [[0.8819, -3.4831, 5.1777], [0.8462, -4.6815, 5.4305], [0.9112, -5.7035, 4.3418], [0.9339, -7.0405, 4.5362], [1.1864, -7.8816, 3.5084], [0.7970, -7.6915, 5.9122], [0.9367, -8.8692, 6.1532], [0.6774, -6.7139, 6.9946], [0.7524, -5.3688, 6.7582], [0.6024, -4.4822, 7.7916], [0.9518, -5.3648, 3.3171], [1.1264, -7.4738, 2.6414], [0.5662, -7.1140, 7.9916], [0.5818, -3.5591, 7.5289], [-5.7925, -0.9251, -5.8850], [-5.7977, 0.2007, -6.3424], [-6.1991, 0.4727, -7.7493], [-6.3562, 1.6934, -8.2453], [-6.6033, 1.7986, -9.5474], [-6.0885, 2.9854, -7.4693], [-6.2102, 4.1119, -7.9226], [-5.7138, 2.7299, -6.0908], [-5.5032, 1.4812, -5.5778], [-5.1344, 1.2913, -4.2877], [-6.3949, -0.2928, -8.4855], [-6.8858, 2.6887, -9.7703], [-5.3602, 3.6455, -5.6402], [-5.0241, 0.3661, -4.0567], [10.9077, -1.1101, 5.9539], [9.7799, -0.6586, 5.7721], [8.6754, -1.5664, 5.2362], [7.3999, -1.0807, 4.9667], [6.4379, -1.9416, 4.6429], [6.9665, 0.3160, 5.3306], [5.7964, 0.6590, 5.2307], [8.0445, 1.1729, 5.8486], [9.3289, 0.7236, 5.9458], [10.3010, 1.6060, 6.3794], [8.9059, -2.6115, 5.0911], [5.5521, -1.6083, 4.8037], [7.8343, 2.1640, 6.2229], [10.9953, 1.1017, 6.8097], [-5.3232, -1.7518, 2.9399], [-5.9326, -0.7001, 3.0455], [-5.6449, 0.1879, 4.2496], [-6.2846, 1.3558, 4.4973], [-6.2108, 2.0021, 5.6354], [-7.4928, 1.8076, 3.7134], [-8.3809, 2.6378, 3.9096], [-7.5518, 1.0400, 2.4542], [-6.8591, -0.1026, 2.1275], [-6.9208, -0.7049, 0.9702], [-4.8187, -0.0056, 4.9178], [-6.7477, 2.7956, 5.6953], [-8.2148, 1.5759, 1.7913], [-6.1562, -1.2836, 0.9232], [-2.6351, 5.0465, 2.6333], [-3.1147, 6.1027, 2.1223], [-3.8051, 6.1117, 0.8409], [-4.1909, 7.2775, 0.2108], [-4.7105, 7.2889, -1.0499], [-4.0612, 8.6767, 0.7985], [-4.4125, 9.7835, 0.4016], [-3.5119, 8.5762, 2.1904], [-3.0555, 7.4571, 2.7582], [-2.5970, 7.4236, 4.0502], [-4.1151, 5.2508, 0.2671], [-4.7259, 8.2129, -1.3100], [-3.3758, 9.4491, 2.8117], [-1.9479, 6.7254, 4.1634], [0.7140, 1.0054, -6.3622], [0.6406, 2.1676, -6.0840], [0.9430, 2.7219, -4.6770], [0.6920, 4.0183, -4.3266], [0.9337, 4.3955, -3.0471], [0.0126, 5.0502, -5.1914], [-0.2477, 6.2097, -4.7973], [-0.3442, 4.4932, -6.5207], [-0.1236, 3.2155, -6.8932], [-0.6331, 2.7172, -8.0579], [1.5049, 2.1239, -3.9748], [0.5653, 5.2691, -2.8960], [-1.0457, 4.9954, -7.1704], [-0.3421, 1.8157, -8.2137], [0.5324, -7.1862, -4.7992], [-0.4323, -7.8505, -3.9208], [-1.4311, -8.5477, -4.6267], [-0.3542, -7.8133, -2.5857], [0.5938, -7.3134, -1.9698], [0.9775, -8.0858, -5.2242], [1.2936, -6.6058, -4.2778], [0.1072, -6.5987, -5.6130], [-1.9853, -7.8659, -5.2719], [-1.0778, -9.2770, -5.3557], [-2.1979, -9.1055, -4.0893], [-1.2092, -8.3091, -2.1005], [9.8446, 1.6345, 0.5467], [8.4844, 0.9872, 0.4058], [8.3860, -0.4364, 0.2073], [7.4379, 1.7869, 0.1565], [6.3693, 1.4164, -0.3598], [9.7520, 2.4597, 1.2528], [10.2961, 1.9653, -0.3887], [10.4798, 0.9503, 1.1093], [9.3104, -0.7962, 0.6591], [7.4251, -0.8532, 0.5090], [8.4978, -0.5016, -0.8750], [7.7673, 2.8253, 0.3155], [0.8146, -1.4906, 0.1824], [-0.5042, -1.3017, -0.2752], [-1.0361, 0.0494, -0.0747], [-1.2256, -2.1800, -0.9539], [-2.4071, -2.0200, -1.2956], [1.4597, -0.6564, -0.0933], [1.2411, -2.3897, -0.2624], [0.8754, -1.5062, 1.2706], [-1.8850, 0.4257, -0.6454], [-1.4504, 0.1983, 0.9225], [-0.1537, 0.6875, -0.1227], [-0.6811, -3.1167, -1.1499]], "smiles": "O=C1C=C(O)C(=O)C=C1O.O=C1C=C(O)C(=O)C=C1O.O=C1C=C(O)C(=O)C=C1O.O=C1C=C(O)C(=O)C=C1O.O=C1C=C(O)C(=O)C=C1O.O=C1C=C(O)C(=O)C=C1O.CN(C)C=O.CN(C)C=O.CN(C)C=O", "charge": 0, "energy_ev": -107137.5490, "multiplicity": 1}

=====

(2)
{"formula": "C45H46AsF7N3V", "method": "the ωB97M-V functional and the def2-TZVPD basis", "species": ["V", "C", "C", "N", "C", "C", "C", "C", "N", "C", "C", "F", "C", "F", "C", "C", "F", "C", "F", "H", "H", "H", "H", "H", "H", "H", "H", "H", "H", "H", "H", "H", "H", "H", "C", "C", "C", "C", "C", "C", "As", "N", "C", "C", "C", "C", "C", "C", "C", "C", "C", "C", "C", "C", "C", "C", "C", "C", "C", "C", "H", "H", "H", "H", "H", "H", "H", "H", "H", "H", "H", "H", "H", "H", "H", "H", "H", "H", "H", "H", "H", "H", "H", "H", "H", "H", "H", "F", "C", "F", "F", "C", "C", "C", "C", "C", "C", "C", "C", "H", "H", "H", "H"], "coordinates": [[-1.4165, 0.5826, 1.3580], [-4.5285, 1.9144, 1.2488], [-3.7213, 2.5642, 2.3527], [-2.2843, 2.6528, 2.0404], [-1.9924, 3.8125, 1.1728], [-0.8222, 3.5971, 0.2366], [-1.4634, 2.7265, 3.2778], [-1.6774, 1.5321, 4.2093], [-1.9492, 0.3438, 3.4003], [-2.4546, -0.7376, 4.0271], [-2.9496, -1.8012, 3.2394], [-2.8989, -1.6469, 1.8904], [-3.5120, -2.9411, 3.7515], [-3.9718, -3.8663, 2.8829], [-3.6280, -3.1553, 5.1164], [-3.1371, -2.1428, 5.9093], [-3.1794, -2.2700, 7.2545], [-2.5710, -0.9857, 5.4091], [-2.0702, -0.1116, 6.3188], [-5.5878, 1.8980, 1.5157], [-4.4288, 2.4308, 0.2907], [-4.2251, 0.8760, 1.0831], [-4.0998, 3.5756, 2.5546], [-3.8340, 1.9879, 3.2655], [-2.8927, 4.0300, 0.5962], [-1.8090, 4.6846, 1.8123], [-1.0258, 2.7661, -0.4362], [-0.6430, 4.4952, -0.3641], [0.0962, 3.3526, 0.7734], [-0.4247, 2.7673, 2.9594], [-1.6759, 3.6529, 3.8322], [-0.7774, 1.4482, 4.8230], [-2.5015, 1.7388, 4.8980], [-4.0613, -4.0549, 5.5306], [-0.8125, -0.0296, -7.4405], [-0.5054, 0.0649, -5.9668], [-0.6791, -1.0260, -5.1267], [-0.4051, -0.9665, -3.7619], [-0.6685, -2.2107, -2.9512], [0.0658, 0.2391, -3.2012], [0.4299, 0.5217, -1.2601], [-1.2004, -0.0012, -0.5048], [-2.4045, 0.0764, -1.2538], [-3.3862, -0.8995, -1.0763], [-4.6258, -0.8137, -1.7109], [-4.9122, 0.2376, -2.5682], [-3.9329, 1.2068, -2.7814], [-2.7086, 1.1302, -2.1362], [1.7196, -0.9504, -0.9574], [2.9670, -0.7240, -1.5629], [3.2568, 0.4244, -2.5122], [4.0318, -1.5901, -1.3005], [3.9076, -2.6641, -0.4416], [5.0779, -3.5561, -0.1220], [2.6663, -2.8677, 0.1541], [1.5756, -2.0359, -0.0708], [0.3005, -2.3435, 0.6897], [0.2296, 1.3529, -4.0422], [0.6944, 2.7180, -3.5665], [-0.0499, 1.2452, -5.4054], [-1.2118, -1.0118, -7.6963], [0.0818, 0.1341, -8.0465], [-1.5486, 0.7189, -7.7414], [-1.0490, -1.9602, -5.5420], [-1.0430, -3.0069, -3.5967], [-1.4123, -2.0250, -2.1755], [0.2328, -2.5671, -2.4562], [-3.1614, -1.7361, -0.4263], [-5.3621, -1.5897, -1.5371], [-5.8717, 0.3029, -3.0661], [-4.1257, 2.0352, -3.4532], [-1.9738, 1.9042, -2.3127], [2.7810, 1.3579, -2.2131], [2.9136, 0.2073, -3.5269], [4.3330, 0.6066, -2.5478], [4.9921, -1.3912, -1.7702], [5.9221, -3.3529, -0.7827], [4.8139, -4.6114, -0.2227], [5.4230, -3.4004, 0.9032], [2.5435, -3.6979, 0.8462], [0.4379, -3.2535, 1.2762], [-0.5612, -2.4741, 0.0365], [0.0452, -1.5357, 1.3762], [0.7975, 2.7929, -2.4897], [-0.0126, 3.4885, -3.8880], [1.6644, 2.9677, -4.0072], [0.0840, 2.1223, -6.0370], [7.7299, -0.9908, 3.4538], [7.2718, -0.8772, 2.1923], [7.4534, -2.0846, 1.6214], [8.0871, -0.0179, 1.5574], [5.8344, -0.4451, 2.1490], [5.4604, 0.7302, 1.5296], [4.1196, 1.1039, 1.5017], [3.1359, 0.3102, 2.0900], [3.5372, -0.8776, 2.7162], [4.8722, -1.2501, 2.7429], [1.7435, 0.6716, 1.9852], [0.5411, 0.7636, 1.7575], [6.2064, 1.3552, 1.0582], [3.8163, 2.0146, 0.9999], [2.7791, -1.5091, 3.1637], [5.1656, -2.1763, 3.2252]], "charge": -1, "energy_ev": -157431.8943, "relative_energy_ev": 0.000, "multiplicity": 4, "s_squared": 3.769}